C13H30BHoI2O3P2 | ωB97M-V/def2-TZVPD

Each line ends with the natural charge from an NBO analysis.
Positions of all 52 atoms, in Å:
H  -2.9646  1.5950  0.0956  0.27
C  3.3220  1.4240  -0.9069  -0.95
H  1.5391  2.3107  3.0382  0.22
H  -2.6952  -1.3811  0.1454  0.28
H  4.4044  1.2046  -0.8364  0.28
H  0.2225  -2.3417  2.3647  0.21
C  -0.6930  -0.3456  2.7576  0.25
C  0.5685  1.8166  3.2140  -0.65
H  -4.4453  1.2637  -0.8565  0.28
O  -0.0015  -1.2702  -4.0173  -0.38
B  -0.0185  0.3202  0.6686  0.48
O  1.1462  0.2403  1.4316  -0.79
C  -3.6426  -0.0747  -3.1963  -0.92
H  1.8579  -1.3155  3.3909  0.22
H  -4.6945  -0.0744  -2.8171  0.26
P  2.4975  0.0345  -1.7733  0.76
C  -3.1777  -1.3332  -0.8354  -0.91
H  2.7540  -1.4459  0.1377  0.27
H  -1.3868  -0.0422  4.7317  0.23
C  -1.7259  0.1585  3.7142  -0.63
H  0.3012  1.9151  4.2893  0.25
H  3.1937  2.3530  -1.4676  0.23
H  -4.2723  -1.2415  -0.6987  0.26
H  -2.9730  -2.2507  -1.3902  0.25
H  -0.2501  -2.0644  4.0611  0.24
P  -2.5136  0.0933  -1.7705  0.75
I  -0.0138  1.7054  -6.3663  -0.04
H  -1.8660  1.2278  3.5660  0.22
C  3.1927  -1.3932  -0.8631  -0.91
H  -3.5106  0.7454  -3.8864  0.24
C  -3.3605  1.4774  -0.9165  -0.95
C  0.7234  0.3592  2.7962  0.24
H  3.4503  -0.9908  -3.7487  0.26
H  -1.5016  -2.3413  2.7985  0.23
H  -2.6672  -0.3280  3.4933  0.23
H  -3.4599  -1.0084  -3.7091  0.26
H  -0.1831  2.3844  2.6370  0.20
O  -1.1377  -0.0560  1.4141  -0.78
C  3.6215  -0.0695  -3.2078  -0.92
C  1.7357  -0.2822  3.6686  -0.63
H  4.6740  -0.0600  -2.8323  0.26
I  -0.0126  -1.1675  -7.1509  0.13
C  -0.0021  -0.4582  -3.1839  0.37
H  4.2933  -1.3132  -0.7677  0.27
C  -0.5350  -1.8499  3.0068  -0.65
H  2.9592  -2.3116  -1.4062  0.26
Ho  0.0061  1.4347  -1.7795  1.76
H  1.3949  -0.1957  4.7022  0.23
H  2.6815  0.2281  3.5065  0.23
H  3.4733  0.7686  -3.8743  0.25
H  -3.2221  2.4085  -1.4720  0.23
H  2.9140  1.5374  0.1014  0.27

Output
energy relative to the best compared isomer or geometry (same formula, charge and spin): 62.3 kcal per mole
E_tot: -2989.49950 a.u.
2S+1: 5
net charge: +2